Record 1
DFT (ωB97M-V/def2-TZVPD) results for a molecular structure, C34H39ClFeN10O5SeTe.

Computed properties:
* total charge: -2
* energy relative to the best compared isomer or geometry (same formula, charge and spin): 0.0 kcal/mol
* spin multiplicity: 5
* <S²>: 6.01

Last column: Mulliken spin population.
CARTESIAN COORDINATES (ANGSTROEM)
1 Fe 0.17718 0.35768 -2.68337  3.75
2 O 4.87334 -0.14014 2.62595  0.00
3 C 5.22012 -0.15426 1.42340  0.00
4 O 6.34689 -0.27275 0.91289  0.00
5 C 4.06600 0.12401 0.43196  0.00
6 C 2.91648 0.75950 0.88279  0.00
7 C 1.85762 0.95205 0.02014  0.00
8 N 1.87574 0.53445 -1.24685  0.04
9 C 2.98761 -0.05299 -1.70731  0.01
10 C 4.10289 -0.25795 -0.90426  0.00
11 C 2.92340 -0.54610 -3.15749  0.00
12 O 3.94795 -0.97315 -3.67502  0.00
13 O 1.75497 -0.50274 -3.68095  0.04
14 H 2.86258 1.06364 1.91921  0.00
15 H 0.95474 1.45296 0.34560  0.00
16 H 4.98381 -0.72771 -1.31794  0.00
17 C -3.42492 6.06655 -1.56193  0.00
18 C -4.28056 4.88084 -1.99816  0.00
19 C -3.94894 4.43769 -3.41747  0.00
20 C -4.16087 3.72246 -1.00920  0.00
21 N -2.82879 3.14256 -0.96274  0.00
22 C -2.27154 2.25850 -1.79015  0.00
23 N -1.05491 2.01190 -1.36237  0.00
24 N -0.88952 2.76049 -0.24995  0.00
25 N -1.94197 3.44363 0.00175  0.00
26 H -3.56034 6.90703 -2.24554  0.00
27 H -2.36642 5.80206 -1.58130  0.00
28 H -3.68156 6.39516 -0.55192  0.00
29 H -5.33563 5.17815 -1.95901  0.00
30 H -2.88411 4.23204 -3.53644  0.00
31 H -4.19226 5.22874 -4.12832  0.00
32 H -4.49905 3.53814 -3.70497  0.00
33 H -4.84712 2.91701 -1.27283  0.00
34 H -4.38224 4.05333 0.00573  0.00
35 H -2.70454 1.79641 -2.67307  0.00
36 C -2.35329 -5.06787 3.53328  0.00
37 C -1.44076 -3.92866 4.01337  0.00
38 C -2.30564 -2.87380 4.71086  0.00
39 C -0.47447 -4.52624 5.04650  0.00
40 C -0.61788 -3.33435 2.80910  0.00
41 O 0.09103 -4.43489 2.27136  0.00
42 C 0.36012 -2.24660 3.30279  0.00
43 C 1.47555 -1.73677 2.37352  0.00
44 C 2.62123 -2.68639 2.12170  0.00
45 C 3.30872 -3.27886 3.17540  0.00
46 C 4.37161 -4.13559 2.95135  0.00
47 C 4.76107 -4.39099 1.64794  0.00
48 Cl 6.09558 -5.48478 1.35618  0.00
49 C 4.12787 -3.78754 0.58006  0.00
50 C 3.05938 -2.93736 0.82878  0.00
51 C -1.60617 -2.75458 1.77295  0.00
52 N -0.98147 -2.37476 0.52199  0.00
53 C -0.99751 -1.19916 -0.11791  -0.01
54 N -0.27425 -1.28467 -1.21321  0.04
55 C 0.16004 -2.56120 -1.21742  0.00
56 N -0.24898 -3.26426 -0.18364  0.00
57 H -2.76042 -5.59297 4.40057  0.00
58 H -1.79648 -5.78020 2.92666  0.00
59 H -3.20552 -4.70833 2.95452  0.00
60 H -2.82563 -3.33621 5.55387  0.00
61 H -3.07140 -2.46090 4.05124  0.00
62 H -1.70926 -2.05068 5.10551  0.00
63 H -1.03662 -5.13903 5.75532  0.00
64 H 0.04128 -3.75839 5.62322  0.00
65 H 0.27159 -5.15492 4.56112  0.00
66 H 0.26229 -4.27474 1.32862  0.00
67 H 0.85480 -2.63487 4.19186  0.00
68 H -0.22256 -1.38184 3.63485  0.00
69 H 1.89586 -0.85186 2.85980  0.00
70 H 1.09829 -1.37978 1.41639  0.00
71 H 3.02490 -3.05941 4.19802  0.00
72 H 4.90691 -4.58849 3.77456  0.00
73 H 4.47392 -3.96102 -0.42969  0.00
74 H 2.58091 -2.43448 -0.00318  0.00
75 H -2.06377 -1.85034 2.17079  0.00
76 H -2.39382 -3.47055 1.54832  0.00
77 H -1.49885 -0.31810 0.24971  0.00
78 H 0.78928 -2.96176 -1.99601  0.00
79 Se 0.29817 1.52958 -5.44225  0.01
80 N 0.83967 2.35296 -3.97006  0.05
81 C 0.23674 3.57846 -4.01238  -0.01
82 C 0.33968 4.54715 -2.99863  0.00
83 C -0.21576 5.79751 -3.18904  0.00
84 C -0.88695 6.11274 -4.38155  0.00
85 C -1.01872 5.17206 -5.38275  0.00
86 C -0.46674 3.89044 -5.21665  0.00
87 N -0.49948 2.90405 -6.15588  0.01
88 H 0.87558 4.30020 -2.09000  0.00
89 H -0.12007 6.54689 -2.41094  0.00
90 H -1.31177 7.10203 -4.51449  0.00
91 H -1.53583 5.40033 -6.30731  0.00
92 Te -1.87801 -0.18533 -4.27994  0.03


Record 2
DFT (ωB97M-V/def2-TZVPD) results for a molecular structure, C34H40AsN3O4PtS2.

Computed properties:
* energy relative to the best compared isomer or geometry (same formula, charge and spin): 0.0 kcal/mol
* spin multiplicity: 1

Last column: Mulliken charge in e.
CARTESIAN COORDINATES (ANGSTROEM)
1 Pt 1.49319 0.47634 1.59510  0.92
2 C 2.39897 3.84170 4.68618  -1.81
3 C 2.41018 2.59033 3.84139  0.25
4 S 1.13249 2.49014 2.67641  -0.27
5 C 3.33706 1.62786 3.98344  0.80
6 C 4.49442 1.75986 4.93719  -1.56
7 S 3.32842 0.14982 3.06969  -0.51
8 H 1.50669 4.42673 4.46488  0.37
9 H 3.27551 4.46215 4.48643  0.32
10 H 2.39055 3.59840 5.75046  0.35
11 H 4.27557 2.45366 5.74641  0.39
12 H 5.37448 2.12875 4.40190  0.26
13 H 4.74835 0.78758 5.36287  0.38
14 O -0.51859 0.62434 0.51472  -0.32
15 As -1.71603 1.73764 0.33913  0.81
16 C -1.22685 3.22000 -0.79767  0.14
17 C -1.91139 3.49002 -1.97732  -0.23
18 C -1.49588 4.53627 -2.78685  -0.72
19 C -0.41341 5.31762 -2.41092  -0.46
20 C 0.25610 5.05918 -1.22236  -0.74
21 C -0.14446 4.00645 -0.41566  -0.06
22 C -3.10005 0.66038 -0.47288  0.23
23 C -4.11276 0.10256 0.29697  -0.24
24 C -4.86781 -0.94404 -0.21141  -0.79
25 C -4.60726 -1.44143 -1.48003  -0.52
26 C -3.60572 -0.87469 -2.25744  -0.68
27 C -2.84561 0.16623 -1.75090  -0.49
28 C -2.32697 2.43587 2.02749  0.14
29 C -2.22575 1.60497 3.13661  0.03
30 C -2.66154 2.05401 4.37181  -0.78
31 C -3.18804 3.33262 4.49439  -0.43
32 C -3.26464 4.16872 3.38925  -0.72
33 C -2.83673 3.72077 2.14897  -0.43
34 H -2.76447 2.88541 -2.26109  0.49
35 H -2.01733 4.73286 -3.71439  0.41
36 H -0.08860 6.13129 -3.04614  0.38
37 H 1.09724 5.67064 -0.92465  0.43
38 H 0.38731 3.78614 0.50357  0.16
39 H -4.30007 0.47797 1.29663  0.38
40 H -5.64674 -1.38906 0.39361  0.42
41 H -5.18086 -2.27699 -1.86010  0.43
42 H -3.39397 -1.25114 -3.25038  0.42
43 H -2.02952 0.57518 -2.33689  0.43
44 H -1.78288 0.62218 3.01904  0.39
45 H -2.58310 1.40688 5.23498  0.41
46 H -3.53617 3.68242 5.45749  0.40
47 H -3.65435 5.17295 3.49080  0.41
48 H -2.89606 4.36937 1.28229  0.42
49 N 5.44235 -2.16773 1.48107  -0.48
50 C 5.29139 -2.61632 0.10494  -0.25
51 C 4.72576 -1.49244 -0.78523  0.54
52 O 4.63907 -1.62267 -1.97846  -0.64
53 O 4.35836 -0.38427 -0.15063  -0.42
54 H 5.35238 -2.92219 2.14631  0.18
55 H 4.45141 -0.52938 0.81877  0.25
56 H 6.33689 -1.71956 1.63139  0.18
57 H 4.57373 -3.43508 0.06025  0.20
58 H 6.21209 -2.97766 -0.36055  0.37
59 C -0.51146 -3.42661 -5.65072  -1.31
60 C -1.39514 -2.72181 -4.62481  -0.86
61 N -0.95072 -2.97587 -3.25462  0.55
62 C -1.72338 -3.94124 -2.48906  -0.57
63 C -1.52882 -5.38280 -2.95947  -1.58
64 C -0.01023 -2.11723 -2.75362  0.02
65 O 0.35010 -1.13955 -3.39070  -0.66
66 C 0.59531 -2.37250 -1.40497  0.26
67 C 0.82393 -3.61248 -0.81595  0.59
68 C 1.40185 -3.65653 0.44586  -1.40
69 C 1.79047 -2.48411 1.05799  -0.39
70 N 1.64500 -1.29340 0.46155  0.27
71 C 1.05838 -1.24814 -0.73258  -0.53
72 H -0.81919 -3.16188 -6.66269  0.42
73 H -0.57059 -4.50953 -5.54867  0.27
74 H 0.52153 -3.11146 -5.50850  0.31
75 H -2.43503 -3.04296 -4.71635  0.50
76 H -1.33641 -1.64668 -4.79048  0.42
77 H -2.78315 -3.67990 -2.58323  0.17
78 H -1.46225 -3.84568 -1.43994  0.80
79 H -1.99736 -5.53594 -3.93119  0.43
80 H -1.98802 -6.07479 -2.25283  0.39
81 H -0.46844 -5.62161 -3.04710  0.37
82 H 0.60518 -4.53222 -1.33964  0.54
83 H 1.57778 -4.60589 0.93269  0.46
84 H 2.29040 -2.47600 2.01817  0.38
85 H 0.97387 -0.28282 -1.21001  0.63


Record 3
DFT (ωB97M-V/def2-TZVPD) results for 2 unconnected molecules or ions with the total composition C34H40B2BrN2O15S3.

Computed properties:
* total charge: -1
* spin multiplicity: 1
* DFT total energy: -173496.487 eV

Last column: Mulliken charge in e.
CARTESIAN COORDINATES (ANGSTROEM)
1 C -3.88124 -0.79936 -3.57930  -0.94
2 C -3.59280 0.67124 -3.95843  -0.55
3 N -2.23324 1.12332 -3.61389  0.32
4 C -1.23778 0.77840 -4.65023  -0.53
5 C -0.58510 -0.63010 -4.40580  -1.16
6 C -2.24213 2.53245 -3.35799  -0.23
7 S -2.23292 3.61519 -4.59433  -0.24
8 S -2.30671 3.09292 -1.66065  0.10
9 C -1.23639 4.56934 -1.55722  -0.94
10 C 0.21981 4.20151 -1.12525  -0.69
11 C 0.33701 4.19980 0.44858  -1.50
12 C -0.35639 3.01225 1.07160  0.65
13 C 0.16286 1.66778 1.24164  0.10
14 C 1.43671 1.26270 0.76693  0.32
15 Br 2.67398 2.34795 -0.23815  -0.15
16 C 1.91453 -0.08444 0.99710  -0.33
17 S 3.56542 -0.51111 0.40287  1.77
18 C 4.13808 -2.16428 0.81164  -1.08
19 O 4.56567 0.34583 0.98989  -0.77
20 O 3.54767 -0.45297 -1.04618  -0.48
21 C 1.07188 -0.97363 1.66031  0.75
22 O 1.57125 -2.27952 1.79746  -0.76
23 B 1.07762 -3.05945 0.73945  0.76
24 O 0.14183 -2.60046 -0.19177  -0.27
25 O 1.62664 -4.34387 0.64996  -0.78
26 C -0.21050 -0.66050 2.18287  -0.32
27 C -1.03795 -1.69719 2.96069  0.02
28 O -0.34824 -2.82108 3.47264  -0.29
29 C -1.07697 -4.00768 3.39307  -0.62
30 O -0.41872 -5.00854 2.62253  -0.29
31 C -1.35114 -5.74870 1.85103  -0.69
32 C -1.74409 -5.07342 0.50731  0.06
33 O -0.96106 -5.53645 -0.57382  -0.58
34 C -0.66584 0.66528 1.93646  -0.39
35 C -1.99700 1.11294 2.34815  -0.04
36 C -3.06845 0.27024 3.00480  -0.47
37 C -3.21050 0.26519 4.40268  0.05
38 C -4.19528 -0.47037 5.05986  -0.75
39 C -5.09095 -1.22777 4.28102  -0.47
40 C -4.95088 -1.24569 2.89471  -0.64
41 C -3.95198 -0.50785 2.24671  -0.46
42 C -2.42922 2.40281 2.13094  -0.32
43 N -1.63106 3.28321 1.51726  0.69
44 O -2.19993 4.53515 1.34061  -0.09
45 B -2.15882 5.27719 2.54952  0.34
46 O -2.97802 5.04515 3.62069  -0.53
47 O -1.25843 6.35061 2.62221  -0.55
48 H -4.22058 -0.86864 -2.52997  0.17
49 H -4.69830 -1.22100 -4.19512  0.31
50 H -3.01803 -1.47097 -3.68056  0.23
51 H -4.29843 1.29250 -3.37507  0.39
52 H -3.82093 0.86658 -5.02684  0.40
53 H -0.40244 1.49175 -4.68319  0.56
54 H -1.74442 0.71517 -5.63291  0.25
55 H -0.51054 -0.85747 -3.33106  0.17
56 H -1.24825 -1.37401 -4.87972  0.30
57 H 0.39781 -0.68163 -4.89760  0.44
58 H -1.67434 5.34336 -0.90651  0.32
59 H -1.20710 5.01279 -2.56993  0.54
60 H 0.44585 3.20624 -1.52675  0.37
61 H 0.88733 4.98483 -1.52660  0.48
62 H -0.10898 5.17415 0.72793  0.16
63 H 1.37731 4.34129 0.77753  0.67
64 H 3.95646 -2.37212 1.87921  0.36
65 H 3.68884 -2.96322 0.21279  0.11
66 H 5.23054 -2.16279 0.66832  0.50
67 H 0.64635 -2.33306 -0.97931  0.22
68 H 2.43839 -4.29536 0.12643  0.30
69 H -1.94498 -1.93014 2.37663  0.14
70 H -1.39534 -1.15645 3.85725  0.14
71 H -1.18687 -4.42765 4.41751  0.20
72 H -2.10101 -3.89289 2.99056  0.50
73 H -0.90627 -6.72216 1.57507  0.38
74 H -2.30029 -5.96828 2.37892  0.36
75 H -1.73642 -3.97610 0.64209  -0.02
76 H -2.79671 -5.37378 0.30306  0.41
77 H -0.80766 -4.81563 -1.19743  0.32
78 H -2.52027 0.84987 5.02278  0.38
79 H -4.29655 -0.44365 6.14943  0.41
80 H -5.89563 -1.80867 4.74470  0.39
81 H -5.62513 -1.85015 2.28087  0.40
82 H -3.81940 -0.49621 1.15879  0.75
83 H -3.42237 2.71969 2.45401  0.52
84 H -2.48965 5.07219 4.45377  0.32
85 H -0.36121 5.99716 2.72422  0.36
86 C 7.04903 1.05504 -1.73614  -0.41
87 C 6.05848 0.46803 -2.52750  0.57
88 C 6.58021 -0.20638 -3.80087  0.43
89 O 5.85093 -0.83205 -4.56766  -0.70
90 C 7.98871 -0.08486 -4.10371  -0.68
91 C 8.98879 0.51544 -3.32329  0.37
92 C 8.48441 1.09416 -1.99732  0.42
93 O 9.21933 1.58924 -1.15427  -0.65
94 O 10.19166 0.61255 -3.59241  -0.71
95 O 4.83976 0.44375 -2.28594  -0.63
96 H 6.76204 1.54183 -0.80942  0.42
97 H 8.26464 -0.52632 -5.05497  0.38


Question: Which formula does entry 3 have?
Answer: C34H40B2BrN2O15S3


Question: What is the formula in the third record?
Answer: C34H40B2BrN2O15S3